This record from OMol25 describes a 16-piece molecular cluster, C50H138N18O26 overall. The level of theory is ωB97M-V/def2-TZVPD.

Geometry as ORCA input:
```
! RIJCOSX wB97M-V def2-TZVPD def2/J DEFGRID3
* xyz 0 1
C 5.363 -2.440 0.898
O 5.006 -1.936 -0.146
N 4.566 -3.267 1.599
N 6.521 -2.392 1.461
H 3.624 -3.505 1.323
H 4.905 -3.827 2.368
H 7.344 -1.940 1.089
H 6.635 -3.056 2.213
C -0.258 -1.058 -4.803
O -0.702 -2.186 -4.443
N -0.086 -0.663 -6.041
N 0.149 -0.152 -4.028
H -0.262 -1.502 -6.575
H 0.278 0.175 -6.471
H 0.139 -0.238 -3.021
H 0.398 0.738 -4.434
C 1.735 -5.393 2.974
O 1.901 -4.525 2.108
N 1.606 -6.667 2.789
N 1.352 -5.035 4.185
H 1.762 -6.948 1.832
H 1.407 -7.244 3.594
H 1.188 -4.078 4.463
H 1.183 -5.808 4.812
C -5.825 -1.780 2.524
O -5.822 -2.426 3.577
N -4.976 -1.869 1.555
N -6.759 -0.930 2.222
H -5.083 -1.225 0.784
H -4.203 -2.505 1.688
H -6.475 -0.218 1.565
H -7.678 -0.898 2.640
C -0.982 -5.117 -2.546
O -1.206 -6.148 -1.878
N -1.331 -4.992 -3.827
N -0.481 -4.028 -2.054
H -1.133 -4.087 -4.230
H -1.803 -5.829 -4.137
H -0.345 -3.228 -2.656
H -0.443 -3.924 -1.051
C 1.559 -1.232 3.846
O 0.782 -2.082 4.219
N 2.515 -1.447 2.984
N 1.669 -0.046 4.319
H 2.449 -2.295 2.439
H 2.895 -0.663 2.472
H 2.347 0.584 3.916
H 0.879 0.277 4.859
C 0.999 -11.115 -0.046
O 1.161 -10.237 -1.151
C 0.424 -8.992 -0.977
C 0.669 -8.076 0.191
N 1.920 -7.326 0.068
C 1.801 -6.269 -0.957
C 3.098 -5.419 -1.157
O 4.155 -6.243 -1.669
C 5.424 -5.594 -1.705
H 0.066 -10.904 0.476
H 1.863 -10.955 0.599
H 0.984 -12.100 -0.512
H -0.610 -9.330 -0.909
H 0.476 -8.419 -1.903
H 0.679 -8.690 1.092
H -0.131 -7.338 0.257
H 2.657 -7.940 -0.249
H 1.003 -5.632 -0.577
H 1.561 -6.582 -1.973
H 3.263 -4.732 -0.328
H 2.872 -4.702 -1.947
H 5.297 -4.557 -2.015
H 6.033 -6.178 -2.395
H 5.870 -5.734 -0.720
C -0.999 2.393 3.269
O -1.809 1.537 2.488
C -3.159 1.682 2.730
C -3.670 2.934 2.054
N -3.840 2.746 0.620
C -4.112 4.050 -0.053
C -4.293 3.755 -1.562
O -5.689 3.563 -1.848
C -5.798 3.437 -3.285
H 0.002 2.448 2.842
H -1.073 2.089 4.313
H -1.364 3.420 3.237
H -3.313 1.567 3.802
H -3.691 0.779 2.428
H -3.101 3.836 2.280
H -4.654 3.146 2.474
H -2.961 2.382 0.280
H -3.311 4.773 0.103
H -5.077 4.330 0.369
H -3.692 2.933 -1.951
H -3.898 4.651 -2.042
H -6.852 3.355 -3.552
H -5.210 2.606 -3.674
H -5.335 4.288 -3.785
C -0.240 4.868 0.738
O 0.308 3.634 0.291
C -0.191 3.217 -1.011
C -0.299 1.692 -1.244
N -1.348 1.185 -0.344
C -1.464 -0.275 -0.271
C -0.186 -1.008 0.378
O 0.619 -1.292 -0.772
C 1.834 -1.755 -0.367
H -0.240 5.668 -0.003
H 0.339 5.108 1.629
H -1.280 4.732 1.034
H 0.543 3.574 -1.734
H -1.208 3.586 -1.147
H 0.606 1.147 -0.978
H -0.528 1.501 -2.293
H -1.014 1.501 0.555
H -1.719 -0.661 -1.258
H -2.413 -0.542 0.193
H -0.539 -1.856 0.964
H 0.292 -0.318 1.074
H 2.421 -1.028 0.194
H 2.440 -2.124 -1.194
H 1.819 -2.493 0.435
C -0.184 -2.325 8.122
O -1.128 -2.062 7.133
C -1.662 -3.146 6.308
C -2.681 -2.560 5.398
N -3.299 -3.476 4.389
C -2.381 -3.839 3.317
C -2.996 -4.908 2.383
O -3.722 -4.369 1.334
C -4.717 -5.230 0.695
H 0.693 -2.864 7.765
H -0.516 -2.888 8.995
H 0.052 -1.391 8.632
H -2.138 -3.827 7.014
H -0.855 -3.744 5.883
H -2.402 -1.625 4.911
H -3.453 -2.233 6.095
H -4.093 -3.054 3.929
H -1.488 -4.314 3.725
H -2.001 -2.937 2.837
H -3.622 -5.606 2.939
H -2.215 -5.443 1.843
H -5.571 -5.498 1.317
H -4.203 -6.136 0.372
H -5.115 -4.627 -0.121
C -1.515 7.740 -2.346
O -2.374 8.019 -1.245
C -1.911 8.293 0.099
C -3.021 8.874 0.959
N -3.807 7.710 1.567
C -4.795 8.044 2.604
C -5.553 9.297 2.231
O -6.168 9.062 0.984
C -7.000 10.161 0.584
H -2.020 7.130 -3.094
H -0.628 7.150 -2.118
H -1.046 8.655 -2.710
H -1.141 9.063 0.058
H -1.416 7.459 0.597
H -3.705 9.434 0.322
H -2.628 9.582 1.688
H -4.305 7.262 0.812
H -4.169 8.067 3.496
H -5.463 7.183 2.659
H -4.876 10.151 2.244
H -6.266 9.448 3.041
H -6.320 11.013 0.557
H -7.668 10.461 1.391
H -7.516 9.953 -0.354
C 7.290 -4.255 -4.651
O 7.616 -3.011 -5.264
C 7.427 -1.915 -4.374
C 5.941 -1.553 -3.937
N 5.053 -1.362 -5.059
C 3.686 -1.264 -4.589
C 3.041 -2.538 -4.166
O 2.909 -3.445 -5.272
C 2.273 -4.666 -4.958
H 6.205 -4.338 -4.582
H 7.800 -4.483 -3.715
H 7.597 -4.962 -5.422
H 7.746 -0.970 -4.812
H 8.116 -1.975 -3.532
H 5.960 -0.684 -3.280
H 5.696 -2.484 -3.425
H 5.095 -2.264 -5.511
H 2.957 -0.952 -5.337
H 3.501 -0.536 -3.799
H 2.009 -2.308 -3.902
H 3.583 -3.079 -3.391
H 2.023 -5.211 -5.869
H 1.251 -4.471 -4.634
H 2.787 -5.275 -4.214
C 4.519 2.246 -3.467
C 3.244 2.671 -2.759
O 2.621 3.805 -3.391
O 5.458 3.229 -3.377
H 4.362 1.962 -4.508
H 4.916 1.350 -2.990
H 3.517 2.862 -1.721
H 2.420 1.964 -2.667
H 3.326 4.438 -3.546
H 6.323 2.918 -3.653
C -1.519 3.489 -5.563
C -0.346 3.721 -4.642
O 0.450 2.573 -4.531
O -2.675 2.843 -5.084
H -1.306 2.980 -6.503
H -1.756 4.468 -5.980
H -0.524 4.228 -3.693
H 0.322 4.455 -5.092
H 1.214 2.993 -4.131
H -2.487 1.902 -5.129
C 3.072 3.536 1.346
C 3.065 2.007 1.126
O 3.534 1.273 2.223
O 4.384 3.952 1.294
H 2.515 3.842 2.231
H 2.562 3.984 0.493
H 3.688 1.739 0.273
H 2.059 1.602 1.022
H 4.386 1.642 2.469
H 4.838 3.698 2.101
C -0.856 6.252 4.273
C -1.116 7.766 4.452
O -0.054 8.411 5.149
O -1.164 5.551 5.425
H 0.193 5.976 4.165
H -1.367 5.898 3.378
H -2.047 7.918 4.999
H -1.162 8.251 3.477
H 0.057 7.883 5.942
H -0.716 5.972 6.163
*
```

Values from the calculation:
Gap between HOMO and LUMO (eV): 7.71
HOMO energy (eV): -7.7